No. 1
Molecular formula: C41H86FN2O6P2
Method: DFT, ωB97M-V with the def2-TZVPD basis set

Geometry as ORCA input:
```
! RIJCOSX wB97M-V def2-TZVPD def2/J DEFGRID3
* xyz 1 1
C -3.13198 3.10661 3.27100
C -1.59719 3.27568 3.21103
O -1.00145 2.07899 2.69682
C -0.31113 2.29782 1.46735
C -1.34332 2.47393 0.35544
O -0.74441 2.33588 -0.93295
C -0.62521 3.50890 -1.66259
C 0.09956 4.64447 -0.92626
F -1.86131 3.96970 -2.02223
O 0.13570 3.19327 -2.76588
C -0.61222 2.67780 -3.88437
C 0.34292 1.99879 -4.85816
C -0.43002 0.82670 -5.49542
C -1.81794 1.17453 -5.98373
N -2.64027 0.27702 -6.29607
O 0.77906 2.77784 -5.94863
C 1.63760 3.87859 -5.71280
C 2.30804 4.14763 -7.09148
C 3.00638 5.47133 -7.23724
N 2.69949 6.22236 -8.18503
C 2.77724 3.66241 -4.70263
C 3.61421 2.38322 -4.95665
C 4.17959 1.81325 -3.64295
C 3.33057 0.71101 -3.00858
C 3.09101 -0.48773 -3.96510
C 3.46255 -1.80287 -3.28502
C 3.52441 -2.96564 -4.27169
C 4.46543 -2.74605 -5.47162
C 5.80653 -2.11040 -5.13480
C 6.58511 -1.67957 -6.40705
C 6.70524 -0.18108 -6.51191
O 7.78374 0.27351 -5.71857
C 7.85616 1.68235 -5.68235
P 0.75582 5.47875 -5.29111
O -0.00857 6.07199 -6.40409
H -3.37687 2.16215 2.80096
H -3.60673 3.91226 2.72038
H -3.49410 3.10970 4.29366
H -1.16014 3.47598 4.18635
H -1.37500 4.13497 2.58177
H 0.34657 1.46648 1.23750
H 0.32616 3.17469 1.59394
H -2.02785 1.63526 0.46970
H -1.93290 3.37956 0.46442
H 0.51447 5.28115 -1.69517
H -0.58205 5.18260 -0.27849
H 0.91698 4.19139 -0.38123
H -1.35901 1.98623 -3.49964
H -1.17848 3.45987 -4.38701
H 1.12620 1.52931 -4.26671
H -0.42716 -0.03104 -4.82997
H 0.15900 0.52578 -6.36462
H -2.14907 2.20080 -6.11404
H -2.18854 -0.62984 -6.14862
H 2.93545 3.29857 -7.35613
H 1.49373 4.16487 -7.81116
H 3.75940 5.78558 -6.51041
H 3.25461 7.07785 -8.15579
H 3.48011 4.48576 -4.79353
H 2.46547 3.65096 -3.65812
H 2.94930 1.66091 -5.42836
H 4.41371 2.56408 -5.67078
H 4.27085 2.63624 -2.93286
H 5.16506 1.39099 -3.84003
H 3.89795 0.31339 -2.16807
H 2.38500 1.08587 -2.61861
H 3.71886 -0.31340 -4.83371
H 2.05589 -0.53233 -4.30658
H 4.44689 -1.64620 -2.84601
H 2.78890 -2.01468 -2.45562
H 3.73986 -3.90121 -3.76168
H 2.51976 -3.08663 -4.68582
H 4.66402 -3.71771 -5.92364
H 3.94627 -2.13625 -6.20929
H 5.70495 -1.21418 -4.52826
H 6.42478 -2.81074 -4.57786
H 7.57760 -2.11916 -6.35222
H 6.08236 -2.05286 -7.29541
H 5.77228 0.32304 -6.23317
H 6.91848 0.06919 -7.55850
H 7.49308 2.08034 -4.73129
H 8.89323 1.99505 -5.78493
H 7.28770 2.14253 -6.49099
H -0.04162 5.33470 -4.13804
H 1.80854 6.35474 -4.91577
C -7.20417 -3.29252 4.53313
C -6.26776 -2.08755 4.51810
C -4.99796 -2.32050 3.69818
C -3.94351 -3.22374 4.35708
P -2.85226 -2.48664 5.57533
C -2.16862 -0.97959 4.84976
C -1.59603 -1.00107 3.42636
C -0.21206 -1.62374 3.21998
C 0.85567 -1.12251 4.18594
C -1.45089 -3.56615 5.86870
C -1.63131 -5.02107 6.33358
C -1.80973 -5.27328 7.83391
C -0.90172 -4.44911 8.73953
C -3.63804 -1.85726 7.06445
C -4.20542 -2.74257 8.18266
C -5.23722 -3.80462 7.77815
C -6.67566 -3.37534 8.06001
H -6.72121 -4.18394 4.94027
H -8.08184 -3.08355 5.14410
H -7.54950 -3.52523 3.52493
H -6.02280 -1.80170 5.54353
H -6.80629 -1.24079 4.08807
H -4.55190 -1.35090 3.46221
H -5.27777 -2.76485 2.74140
H -3.27408 -3.57826 3.56420
H -4.40537 -4.13174 4.75033
H -1.44020 -0.56815 5.55387
H -2.99621 -0.26123 4.85245
H -1.53656 0.03886 3.09778
H -2.30016 -1.49284 2.74796
H 0.10557 -1.38897 2.20171
H -0.26507 -2.71578 3.25606
H 0.94927 -0.03606 4.13303
H 1.82403 -1.55557 3.93632
H 0.63723 -1.39716 5.22028
H -0.71823 -3.03788 6.48255
H -0.98181 -3.64677 4.88442
H -0.73290 -5.55954 6.02396
H -2.45888 -5.48494 5.79003
H -1.61942 -6.33166 8.02144
H -2.85422 -5.12237 8.11315
H 0.15073 -4.64761 8.52726
H -1.08554 -4.70036 9.78369
H -1.07361 -3.37520 8.63477
H -4.40694 -1.14594 6.74875
H -2.86859 -1.22968 7.53103
H -4.64201 -2.08068 8.93339
H -3.37161 -3.22195 8.69579
H -5.05028 -4.71445 8.35236
H -5.13056 -4.08390 6.72814
H -6.83777 -3.26565 9.13264
H -7.38001 -4.12236 7.69399
H -6.91405 -2.42148 7.58408
*
```

Summary:
HOMO level   -10.7424 eV
HOMO-LUMO gap   0.3189 hartree

Atom charges from the Löwdin analysis, given in e for atoms 1 to 4: atom 1 (C): -0.05, atom 2 (C): -0.24, atom 3 (O): -0.20, atom 4 (C): -0.17

---

No. 2
Molecular formula: C41H88F24N10O21S8
Method: DFT, ωB97M-V with the def2-TZVPD basis set

Geometry as ORCA input:
```
! RIJCOSX wB97M-V def2-TZVPD def2/J DEFGRID3
* xyz 3 2
C -9.01543 -4.10393 8.87905
N -8.77019 -2.83546 7.98159
C -7.30453 -2.39125 8.21723
C -9.04046 -3.12263 6.49314
C -9.67065 -1.73219 8.66221
C -9.93736 -0.51057 7.73726
O -8.74317 0.09514 7.28562
H -8.96770 -3.73233 9.90264
H -8.22082 -4.80474 8.62303
H -10.00733 -4.46076 8.60176
H -7.10847 -2.48624 9.28524
H -7.06920 -1.38717 7.86435
H -6.54570 -2.99955 7.72505
H -10.04944 -3.51023 6.35228
H -8.35828 -3.89604 6.14020
H -8.84737 -2.21224 5.92569
H -9.12159 -1.57847 9.59119
H -10.61239 -2.20494 8.94099
H -10.48434 0.20177 8.35492
H -10.50984 -0.75981 6.84381
H -8.50576 0.82340 7.86428
C -6.01785 -9.22728 15.48450
N -5.58635 -10.62840 14.89519
C -6.90839 -11.48368 14.79633
C -5.07616 -10.34740 13.44862
C -4.55192 -11.44284 15.70110
C -3.39013 -10.64749 16.24667
O -3.83114 -9.99933 17.44061
H -5.15826 -8.56681 15.37056
H -6.32371 -9.45299 16.50608
H -6.92686 -8.87511 14.99688
H -7.58066 -11.17562 13.99555
H -7.37468 -11.45949 15.78126
H -6.59158 -12.51810 14.66324
H -5.23637 -11.26545 12.88326
H -4.00459 -10.15997 13.51733
H -5.54348 -9.55246 12.86744
H -4.18221 -12.22807 15.04168
H -5.09913 -11.94945 16.49608
H -2.94624 -9.87041 15.62441
H -2.53905 -11.27641 16.50783
H -3.08862 -9.80990 18.01885
C -4.64002 -8.60706 6.79566
N -3.84818 -7.36678 7.20950
C -4.85905 -6.32268 7.71693
C -2.89237 -7.71152 8.36921
C -2.98546 -6.69788 6.06917
C -1.89029 -7.56621 5.39676
O -2.42317 -8.84594 5.16815
H -5.31031 -8.78353 7.63689
H -4.04987 -9.52055 6.72237
H -5.23262 -8.38391 5.90846
H -4.44109 -5.31721 7.76614
H -5.25467 -6.70205 8.65909
H -5.69246 -6.42843 7.02242
H -2.23985 -6.89439 8.67684
H -2.34658 -8.54999 7.93656
H -3.45360 -7.96688 9.26805
H -2.44655 -5.96880 6.67424
H -3.67566 -6.25975 5.34821
H -1.00768 -7.52930 6.03529
H -1.54224 -7.18023 4.43865
H -2.23731 -9.07016 4.25340
C -1.75946 -0.75861 17.94735
N -2.24013 -1.81925 16.85715
C -1.12367 -2.85725 16.86917
C -3.62661 -2.38476 17.33806
C -2.30515 -1.01613 15.53293
C -3.14041 -1.70629 14.38821
O -2.93693 -3.16086 14.40840
H -1.48990 -1.30648 18.85027
H -2.57969 -0.04321 18.00688
H -0.95071 -0.22857 17.44426
H -1.39380 -3.70387 16.23799
H -0.93316 -3.18952 17.88966
H -0.15717 -2.52813 16.48751
H -3.42295 -3.01419 18.20434
H -4.01621 -2.96074 16.49868
H -4.31948 -1.62847 17.70689
H -1.28091 -0.81942 15.21615
H -2.64984 -0.00262 15.73803
H -2.76210 -1.27830 13.45987
H -4.17610 -1.36789 14.41892
H -3.36939 -3.60073 13.67282
C 0.03273 -4.22775 11.02198
N 0.95284 -3.13718 11.76192
C 2.26882 -2.99495 10.97922
C 0.14839 -1.80656 11.55509
C 1.09479 -3.35641 13.26270
C 2.03272 -4.51170 13.61509
O 3.42045 -4.07504 13.68768
H -0.92506 -4.25818 11.54141
H 0.51198 -5.19406 11.17899
H -0.03903 -3.89596 9.98619
H 2.81969 -2.11217 11.30377
H 2.11356 -3.02391 9.90072
H 2.75692 -3.94708 11.18733
H -0.56708 -1.73977 12.37468
H -0.33397 -1.68366 10.58538
H 0.84525 -0.98433 11.71768
H 0.04842 -3.59054 13.45863
H 1.33901 -2.40907 13.74331
H 1.93788 -5.32598 12.89672
H 1.75046 -4.95291 14.57100
H 3.94631 -4.87728 13.72632
C -8.50516 -0.88454 13.23981
C -7.85140 -2.28635 13.36988
C -8.34366 -3.11578 14.59344
N -7.59213 -4.44964 14.90238
C -7.89432 -5.52593 13.82002
C -6.04317 -4.25036 15.01704
C -5.59529 -5.36516 15.91764
C -6.57444 -5.28111 17.05379
C -7.93829 -5.09049 16.29171
H -8.06755 -0.10151 13.85907
H -9.52632 -0.86629 13.62061
H -8.58009 -0.51982 12.21538
H -6.76291 -2.25731 13.32051
H -8.07429 -2.91499 12.50777
H -9.39969 -3.34489 14.45054
H -8.43764 -2.47012 15.46660
H -7.44523 -5.29031 12.85518
H -8.98329 -5.57094 13.83503
H -7.50789 -6.48477 14.16556
H -5.69606 -4.24359 13.98381
H -5.88057 -3.28777 15.50189
H -5.53719 -6.38779 15.54489
H -4.60264 -5.10243 16.28334
H -6.36320 -6.13704 17.69480
H -6.31299 -4.35895 17.57279
H -8.55024 -5.98190 16.15388
H -8.45697 -4.34537 16.89494
C -10.60603 3.63190 7.78403
F -11.19543 2.60408 7.13051
F -9.51935 4.03031 7.06895
F -11.45914 4.62668 8.03341
S -9.98284 3.14436 9.56251
O -9.69657 4.32123 10.33869
O -11.14092 2.46237 10.09109
N -8.72663 2.02448 9.20811
S -7.61935 2.48032 10.16548
O -6.94563 3.75893 9.82214
O -7.96602 2.26435 11.54129
C -6.34564 1.01802 9.79421
F -6.85917 -0.11031 10.18801
F -5.89492 1.02242 8.55055
F -5.32401 1.31408 10.53314
C -2.54077 -6.47745 13.83719
F -1.32803 -6.01116 13.58831
F -2.51823 -7.82951 13.99579
F -2.89252 -5.94565 14.96721
S -3.85464 -6.05545 12.42637
O -3.38016 -6.77608 11.25232
O -5.13164 -6.55673 13.02696
N -3.89051 -4.33383 12.37647
S -4.14901 -4.19620 10.88448
O -3.01890 -4.54983 9.98354
O -5.49430 -4.53180 10.41253
C -4.10850 -2.24663 10.80380
F -4.60257 -1.83601 9.62114
F -4.88123 -1.75395 11.79200
F -2.76737 -1.97727 10.83964
C -1.78035 -7.07481 17.76545
F -1.49902 -7.74104 16.70718
F -1.24933 -5.83933 17.75143
F -3.10169 -6.92553 17.87086
S -1.14913 -8.16862 19.29257
O 0.24649 -7.78313 19.43197
O -2.00651 -7.77421 20.41517
N -1.60297 -9.82539 18.83175
S -0.31279 -10.44742 19.26838
O 0.74911 -10.53735 18.28073
O 0.08258 -10.09135 20.67332
C -0.89217 -12.27113 19.59324
F -1.96699 -12.56206 18.85991
F 0.06391 -13.20333 19.44840
F -1.29425 -12.39575 20.87002
C -1.88420 3.57772 12.07032
F -3.12933 3.12688 12.12377
F -1.80193 4.43236 13.10782
F -1.03865 2.53334 12.25628
S -1.40885 4.55890 10.46511
O -2.57221 5.37270 10.18214
O -0.13718 5.26031 10.66373
N -0.97303 3.36302 9.18410
S -2.40073 2.64361 8.73226
O -3.69479 3.14909 9.18031
O -2.33956 2.43848 7.30036
C -2.17507 0.86156 9.48124
F -2.96009 0.74778 10.54990
F -2.44050 -0.11937 8.63855
F -0.98531 0.72603 9.97564
*
```

Summary:
HOMO level (spin up / spin down)   -13.2829 / -13.2829 eV
HOMO-LUMO gap (spin up / spin down)   0.2584 / 0.1324 hartree

Atom charges from the Löwdin analysis, given in e for atoms 1 to 4: atom 1 (C): 0.03, atom 2 (N): -0.28, atom 3 (C): -0.01, atom 4 (C): 0.03

---

No. 3
Molecular formula: C41H88N3O5
Method: DFT, ωB97M-V with the def2-TZVPD basis set

Geometry as ORCA input:
```
! RIJCOSX wB97M-V def2-TZVPD def2/J DEFGRID3
* xyz 0 2
C 0.09363 -6.81119 -2.28971
C -0.47994 -6.00768 -1.12286
C 0.59098 -5.70434 -0.07389
C 0.13098 -4.86722 1.13307
C -1.01774 -3.89312 0.87472
C -1.20798 -2.90198 2.01920
C -2.41502 -1.98683 1.81864
C -2.65609 -1.03119 3.00282
C -2.96115 0.41299 2.57659
C -2.58218 1.48562 3.60390
C -1.08720 1.56629 3.92897
C -0.19034 2.03365 2.77828
C -0.34825 3.52043 2.43011
C 0.43627 3.94587 1.17229
C -0.16631 5.13206 0.37879
C -0.14365 5.14882 -1.19069
C 1.30644 5.49377 -1.66395
C 2.42876 4.65900 -1.03233
C 1.47844 5.51446 -3.19619
C 1.87569 4.17716 -3.85842
C 1.25940 3.97302 -5.24970
C -0.68680 3.88184 -1.86010
C -2.19079 3.57757 -1.71896
C -2.57845 3.02009 -0.34795
C -2.54918 2.51990 -2.76434
N -3.01303 4.81458 -1.93645
O -4.14129 4.60945 -2.49130
C -2.35107 6.06203 -2.40226
C -2.13082 5.96528 -3.92297
C -3.31588 7.22514 -2.11174
C -1.05508 6.34214 -1.61248
H -0.68074 -7.12819 -2.98954
H 0.84236 -6.22708 -2.83242
H 0.58515 -7.72301 -1.93434
H -1.30669 -6.56747 -0.67330
H -0.88139 -5.07098 -1.52009
H 0.96090 -6.66693 0.29690
H 1.44162 -5.22423 -0.57045
H 0.97886 -4.28429 1.51145
H -0.16488 -5.53951 1.94551
H -1.95084 -4.45220 0.73723
H -0.85174 -3.33556 -0.05541
H -1.29895 -3.44380 2.96750
H -0.31676 -2.26255 2.06453
H -2.24861 -1.40898 0.90089
H -3.30346 -2.59859 1.62740
H -1.78375 -1.06647 3.65999
H -3.51654 -1.40437 3.56613
H -4.04018 0.49007 2.40070
H -2.48787 0.61624 1.61337
H -2.92315 2.45828 3.23228
H -3.13817 1.29784 4.52901
H -0.91272 2.19449 4.80830
H -0.75121 0.56764 4.23106
H -0.32068 1.40101 1.89239
H 0.85219 1.89291 3.09298
H 0.06000 4.07200 3.28574
H -1.40010 3.79767 2.35328
H 1.42238 4.25370 1.52805
H 0.62488 3.07354 0.54060
H 0.40807 6.02643 0.65508
H -1.18520 5.31513 0.72442
H 1.46915 6.52188 -1.31410
H 2.59215 4.94610 0.00650
H 3.36882 4.86286 -1.55319
H 2.24118 3.58517 -1.07191
H 0.56881 5.87965 -3.67947
H 2.26266 6.24487 -3.42341
H 2.96423 4.11586 -3.93756
H 1.57538 3.33947 -3.22622
H 1.89682 4.36103 -6.04606
H 0.27441 4.44210 -5.31742
H 1.11445 2.90857 -5.45245
H -0.48938 3.95170 -2.93219
H -0.14923 2.99039 -1.52054
H -2.74371 3.82212 0.36612
H -1.80310 2.35795 0.03295
H -3.51789 2.46859 -0.42643
H -1.87531 1.66903 -2.61689
H -3.57047 2.16610 -2.64070
H -2.40222 2.88387 -3.78262
H -3.04448 6.21972 -4.45965
H -1.82997 4.96723 -4.24351
H -1.34693 6.66174 -4.23101
H -3.96122 7.44117 -2.96276
H -2.75444 8.13054 -1.87194
H -3.95994 6.97211 -1.26833
H -1.33392 6.86617 -0.69357
H -0.49118 7.06934 -2.20343
C -0.25857 4.34310 6.69661
O 0.20417 3.01331 6.80538
C 1.53976 2.80448 6.36607
C 2.46930 2.51739 7.52406
N 2.66263 3.69551 8.35393
C 3.36936 3.46227 9.60711
C 2.75584 2.50262 10.62016
O 1.56601 2.97099 11.22387
C 0.37983 2.75266 10.48761
H -1.33566 4.32162 6.85541
H 0.19028 5.00735 7.44342
H -0.05926 4.75435 5.70166
H 1.89131 3.66632 5.78927
H 1.53060 1.93367 5.70333
H 3.43915 2.20667 7.12187
H 2.05278 1.66304 8.07571
H 1.76295 4.11239 8.55343
H 3.48777 4.42949 10.10120
H 4.37677 3.10348 9.36900
H 3.47529 2.38900 11.43467
H 2.59300 1.50344 10.19651
H 0.42273 1.81513 9.92500
H 0.16418 3.56892 9.79147
H -0.44061 2.69459 11.20229
C 2.30182 -7.84730 -8.97344
O 1.73410 -9.13900 -8.95307
C 2.60371 -10.16940 -8.50393
C 2.17847 -10.70395 -7.15436
N 2.38727 -9.71904 -6.10545
C 1.81295 -10.06101 -4.81055
C 0.30475 -10.25892 -4.71219
O -0.45138 -9.07630 -4.88155
C -0.70250 -8.69315 -6.21840
H 1.60792 -7.20014 -9.50696
H 2.45687 -7.43971 -7.96789
H 3.26191 -7.84194 -9.49910
H 3.63626 -9.80811 -8.46589
H 2.55421 -10.98196 -9.23362
H 2.77697 -11.59237 -6.92782
H 1.13138 -11.02615 -7.24259
H 2.01640 -8.82805 -6.40829
H 2.08477 -9.26656 -4.11102
H 2.29758 -10.97649 -4.45355
H 0.09064 -10.60160 -3.69674
H -0.05862 -11.03821 -5.39408
H -0.82227 -9.56281 -6.87123
H 0.08756 -8.05415 -6.62444
H -1.63018 -8.12114 -6.22346
*
```

Summary:
HOMO level (spin up / spin down)   -8.0415 / -8.6953 eV
HOMO-LUMO gap (spin up / spin down)   0.3193 / 0.3433 hartree

Atom charges from the Löwdin analysis, given in e for atoms 1 to 4: atom 1 (C): -0.12, atom 2 (C): -0.28, atom 3 (C): -0.22, atom 4 (C): -0.21

---

The calculation returns the following total energy values, one per record and in order: -80464.867, -253699.986, -58648.230 eV.